[1]
18
Properties=species:S:1:pos:R:3:nbo_charge:R:1 method="wB97M-V/def2-TZVPD" e_lumo_ev=3.20 total_charge=-1 mol_weight_g_mol=271.7 homo_energy_ev=-4.1 largest_force_ev_per_a=8.1
N -2.4311 -0.9661 -1.4979 -0.898
C -1.3092 -0.0741 -2.0389 0.698
O -1.0095 -0.1728 -3.3467 -0.582
C -0.5347 0.9773 -1.0463 -0.524
C -0.4476 0.3249 0.4550 -0.905
Ga 1.1302 -1.0656 0.5192 0.576
P 2.7978 -0.0088 1.8564 0.444
O 1.8688 0.6677 3.1862 -1.002
Br 3.7141 1.7444 0.7146 -0.341
H -2.9410 -0.4643 -0.7149 0.368
H -1.9252 -1.7910 -1.0549 0.392
H -1.0470 2.0553 -1.0451 0.216
H 0.5660 1.1406 -1.4508 0.253
H -1.4291 -0.1873 0.8352 0.191
H -0.2160 1.2281 1.1980 0.208
H 1.6653 -1.3248 -0.9852 -0.278
H 0.6361 -2.3968 1.2643 -0.297
H 0.9120 0.3133 3.1517 0.482

[2]
18
Properties=species:S:1:pos:R:3:nbo_charge:R:1 method="wB97M-V/def2-TZVPD" smiles="CC[C@]1(Cl)N=CNC(Cl)=[NH+]1" e_lumo_ev=-5.00 total_charge=+1 mol_weight_g_mol=181.0 relative_energy_kj_mol=52.5 homo_energy_ev=-14.8 largest_force_ev_per_a=3.5
C -1.5438 0.4917 -0.3471 -0.610
C -0.8333 -0.7485 -0.9080 -0.463
C 0.4257 -0.9631 -0.0933 0.337
Cl 1.0856 -2.7146 -0.3213 -0.074
N 0.2898 -0.7973 1.2784 -0.422
C 1.2968 -0.4496 1.9326 0.302
N 2.4954 -0.1671 1.3689 -0.575
C 2.6059 0.0514 0.0183 0.512
Cl 3.9855 0.8661 -0.6361 0.180
N 1.5633 -0.2678 -0.7343 -0.539
H -2.1218 0.9173 -1.1102 0.230
H -0.7487 1.1880 -0.1672 0.194
H -2.3059 0.3569 0.4239 0.247
H -0.7882 -0.5007 -2.0072 0.250
H -1.3534 -1.7420 -0.7472 0.263
H 1.2497 -0.6065 3.0464 0.247
H 3.2136 0.1515 1.9645 0.451
H 1.7155 -0.1509 -1.7419 0.470

[3]
87
Properties=species:S:1:pos:R:3:lowdin_charge:R:1 method="wB97M-V/def2-TZVPD" smiles="O=C(Cl)C[C@]1(CCCO)C(=O)N[C@@](C[C@@H](O)C(F)(F)F)(S(=O)(=O)F)[C@@]1(O)S.CCN(CC)CC.CCN(CC)CC" e_lumo_ev=-0.09 mol_weight_g_mol=664.2 homo_energy_ev=-8.0 largest_force_ev_per_a=2.6
O 3.9433 -0.0509 4.6596 0.110
C 3.5254 0.9553 4.2859 -0.792
Cl 3.5513 2.3821 5.4101 0.630
C 2.9076 1.2458 2.9154 -0.091
C 2.4882 -0.0253 2.1267 -0.279
C 3.7086 -0.8634 1.6255 -0.147
C 4.8831 0.0163 1.0441 -0.145
C 6.0944 0.1479 2.0057 -0.235
O 6.9119 1.2571 1.5695 -0.079
C 1.8699 0.5811 0.8272 -0.405
O 2.2842 1.3995 0.0842 0.166
N 0.5478 0.0562 0.5618 0.099
C -0.0700 -0.4024 1.8062 -0.374
C -0.9959 0.7007 2.3888 -0.044
C -0.7696 2.1004 1.7686 -0.250
O -1.3312 2.2044 0.4684 0.018
C -1.4883 3.1842 2.6255 -0.608
F -1.1288 4.3988 2.2030 0.153
F -2.7977 3.0413 2.4875 0.177
F -1.1510 3.1379 3.9207 0.148
S -1.1799 -1.7390 1.2115 0.675
O -0.4902 -2.7149 0.4261 -0.298
O -2.2424 -1.1916 0.4447 -0.220
F -1.8217 -2.3782 2.5170 -0.131
C 1.2001 -0.8117 2.6672 -0.610
O 0.9830 -0.6463 4.0518 -0.063
S 1.6113 -2.6252 2.6813 0.912
H 1.9747 1.8131 3.1177 0.117
H 3.5542 1.9315 2.3528 0.135
H 4.1628 -1.4655 2.4256 0.107
H 3.3844 -1.4946 0.7835 0.105
H 5.2607 -0.5197 0.1572 0.123
H 4.5718 1.0243 0.7397 0.097
H 5.8163 0.3604 3.0517 0.102
H 6.7306 -0.7491 2.0004 0.128
H 6.3668 2.0323 1.7625 0.078
H 0.7269 -0.6373 -0.1682 0.155
H -0.8797 0.8296 3.4797 0.128
H -2.0705 0.4883 2.2519 0.136
H 0.2929 2.4121 1.7760 0.151
H -0.6217 2.6249 -0.0402 0.116
H 0.9166 0.2951 4.2694 0.096
H 1.7459 -2.9653 1.3744 -0.092
C -3.2601 4.5493 -0.3560 -0.091
C -3.5804 5.8604 -1.0601 -0.265
N -2.5819 6.2414 -2.0442 -0.198
C -2.7069 7.6193 -2.4932 -0.254
C -3.9765 8.0119 -3.2540 -0.089
C -2.3064 5.2638 -3.0842 -0.249
C -3.4776 4.7817 -3.9454 -0.083
H -2.2632 4.5730 0.0762 0.054
H -3.9719 4.3792 0.4528 0.077
H -3.3257 3.6955 -1.0325 0.072
H -3.6263 6.6388 -0.2927 0.119
H -4.5879 5.7937 -1.4983 0.101
H -1.8357 7.8756 -3.1037 0.110
H -2.6293 8.2645 -1.6114 0.108
H -3.9816 7.6128 -4.2678 0.054
H -4.0285 9.0999 -3.3422 0.070
H -4.8831 7.6840 -2.7437 0.066
H -1.8534 4.3858 -2.6125 0.097
H -1.5209 5.6514 -3.7392 0.114
H -4.3508 4.5145 -3.3482 0.067
H -3.1797 3.8879 -4.4991 0.072
H -3.7762 5.5260 -4.6826 0.053
C 2.4140 -7.1472 -1.4495 -0.092
C 1.0914 -6.5990 -0.9304 -0.275
N 0.1774 -6.2074 -1.9869 -0.197
C -0.9425 -5.4044 -1.5141 -0.245
C -1.9325 -6.0595 -0.5477 -0.079
C -0.1510 -7.2358 -2.9604 -0.249
C -0.7556 -8.5457 -2.4450 -0.085
H 2.8821 -6.4473 -2.1445 0.078
H 3.1022 -7.3047 -0.6167 0.071
H 2.2890 -8.1064 -1.9546 0.064
H 1.3203 -5.7157 -0.3260 0.112
H 0.6432 -7.3372 -0.2481 0.102
H -1.4942 -5.0172 -2.3761 0.116
H -0.5337 -4.5182 -1.0255 0.077
H -2.5774 -6.7788 -1.0521 0.055
H -2.5855 -5.2944 -0.1206 0.069
H -1.4318 -6.5596 0.2829 0.068
H 0.7606 -7.4818 -3.5142 0.101
H -0.8172 -6.8113 -3.7164 0.114
H -0.2114 -8.9468 -1.5882 0.066
H -0.7166 -9.3008 -3.2341 0.071
H -1.8026 -8.4312 -2.1678 0.053

[4]
50
Properties=species:S:1:pos:R:3:nbo_charge:R:1 method="wB97M-V/def2-TZVPD" e_lumo_ev=0.60 mol_weight_g_mol=376.5 relative_energy_kj_mol=132.5 homo_energy_ev=-8.0 largest_force_ev_per_a=1.5
C -0.8408 3.3867 3.2946 -0.630
C 0.2225 2.3893 2.9463 -0.017
C 0.4424 2.0081 1.6339 -0.209
C 1.4251 1.0700 1.3188 -0.022
C 2.2054 0.5182 2.3323 -0.216
C 1.9916 0.9021 3.6430 -0.207
C 1.0076 1.8260 3.9496 -0.208
H 0.8432 2.1163 4.9776 0.210
H 2.5924 0.4756 4.4331 0.215
H 2.9645 -0.2078 2.0857 0.224
C 1.6088 0.6683 -0.0568 0.476
N 0.8836 1.0440 -1.0721 -0.461
C 1.4212 0.4145 -2.1575 0.030
C 2.4869 -0.3400 -1.7424 0.304
O 2.6041 -0.1713 -0.4066 -0.401
C 3.4438 -1.2158 -2.4605 -0.674
H 3.7432 -0.7575 -3.4014 0.223
H 4.3198 -1.3835 -1.8394 0.234
H 2.9750 -2.1745 -2.6794 0.255
C 0.8479 0.5693 -3.5072 -0.621
H -0.0356 1.1998 -3.4607 0.262
H 1.5698 0.9861 -4.2105 0.235
S 0.3936 -1.0995 -4.2435 1.248
O 0.5532 -2.1036 -3.1820 -0.993
C -1.4299 -0.8185 -4.3700 -0.692
C -2.1095 -0.4902 -3.0471 0.660
O -2.8316 0.4793 -2.9323 -0.625
N -1.9003 -1.4163 -2.0949 -0.626
C -2.4729 -1.2756 -0.7785 -0.245
H -3.3654 -0.6529 -0.8741 0.230
H -2.7497 -2.2705 -0.4171 0.194
C -1.5016 -0.6128 0.2127 0.067
H -1.1644 0.3356 -0.2189 0.218
C -2.1449 -0.4364 1.6033 -0.424
H -2.2488 0.6141 1.8619 0.220
H -3.1329 -0.8978 1.6172 0.202
C -1.1896 -1.1668 2.5511 -0.436
H -1.7075 -1.7011 3.3446 0.212
C -0.4542 -2.1127 1.6015 -0.064
H 0.5530 -2.3690 1.9325 0.193
O -0.3372 -1.4070 0.3882 -0.543
H -1.0289 -3.0400 1.4546 0.156
H -0.4833 -0.4666 2.9948 0.216
H -1.0718 -2.0028 -2.1745 0.440
H -1.8365 -1.7496 -4.7666 0.250
H -1.5909 -0.0147 -5.0855 0.248
H -0.1421 2.4286 0.8304 0.233
H -0.3983 4.2616 3.7693 0.222
H -1.3771 3.7080 2.4059 0.218
H -1.5527 2.9537 3.9965 0.220

[5]
48
Properties=species:S:1:pos:R:3:nbo_charge:R:1 method="wB97M-V/def2-TZVPD" e_lumo_ev="-6.81 / -10.09" total_charge=+2 mol_weight_g_mol=636.1 relative_energy_kj_mol=111.8 homo_energy_ev="-14.2 / -15.9" multiplicity=5 largest_force_ev_per_a=6.6
C 0.2219 -1.1934 -3.8480 -0.731
C 0.2434 -0.0833 -2.8626 0.476
H 0.2392 -0.7618 -4.8571 0.270
H -0.7038 -1.7767 -3.7207 0.284
H 1.1027 -1.8465 -3.7368 0.286
O 0.2814 1.1088 -3.1863 -0.230
I 0.3945 -1.9922 1.7430 0.261
Rh 0.1921 -0.6065 -0.9333 0.160
P 2.5505 -0.7460 -0.7880 1.030
C 3.4067 0.7769 -0.2563 -0.955
C 3.2848 -2.0251 0.3256 -0.944
H 4.3214 -2.2914 0.0801 0.281
H 4.4759 -1.1720 -2.2036 0.269
H 2.6530 -2.9153 0.2431 0.245
H 3.0521 -2.0983 -2.7308 0.247
H 3.0685 1.0385 0.7509 0.260
H 3.2405 -1.6546 1.3555 0.251
C 3.3927 -1.1254 -2.3661 -0.949
H 4.4951 0.6307 -0.2471 0.269
H 3.1788 -0.3551 -3.1123 0.249
H 3.1618 1.5965 -0.9391 0.259
P -2.1697 -0.5587 -0.8556 1.094
C -3.1018 0.9828 -0.5181 -0.942
C -2.9645 -0.9837 -2.4221 -0.958
H -2.1466 -2.7192 0.2368 0.255
H -3.8173 -2.0410 0.0988 0.269
H -2.6787 -1.4232 1.3628 0.260
C -2.7672 -1.8187 0.3388 -0.951
H -2.6349 -1.9746 -2.7275 0.246
H -4.0424 -0.9712 -2.2448 0.264
H -4.1563 0.7769 -0.7652 0.262
H -2.7640 1.7818 -1.1968 0.260
H -2.6958 -0.2211 -3.1533 0.250
H -2.9833 1.2732 0.5389 0.258
C 0.2218 1.2772 -0.6649 0.543
O 0.2441 2.4469 -0.7086 -0.475
F -0.5831 2.7471 6.2233 -0.222
C -0.6042 2.3163 4.9475 0.407
C 0.4735 2.5348 4.0996 0.282
F 1.5463 3.1935 4.5779 -0.247
C 0.4359 2.0430 2.8129 0.321
F 1.5264 1.9427 2.0238 -0.280
C -0.7139 1.3639 2.3155 0.358
O -0.7239 0.7436 1.2100 -0.618
C -1.8107 1.2260 3.1853 0.309
F -2.8492 0.4525 2.7987 -0.276
C -1.7409 1.6737 4.4694 0.288
F -2.7530 1.4277 5.3070 -0.245

[6]
28
Properties=species:S:1:pos:R:3:nbo_charge:R:1 method="wB97M-V/def2-TZVPD" smiles="CN1C#C[N+](C)(C)/C=N/C(=O)N(C)C1=O" e_lumo_ev=-4.71 total_charge=+1 mol_weight_g_mol=209.2 relative_energy_kj_mol=350.0 homo_energy_ev=-13.0 largest_force_ev_per_a=5.3
C 0.6922 -1.4737 2.6564 -0.408
N 0.7784 -0.9219 1.3241 -0.484
C -0.3027 -0.3375 0.8288 0.348
C -1.5076 -0.2324 0.5487 -0.089
N -2.0497 0.7427 -0.2781 -0.288
C -3.1011 0.1478 -1.1880 -0.403
C -2.4770 1.9970 0.5252 -0.393
C -0.8432 1.2374 -1.1614 0.372
N 0.2611 0.6958 -0.8921 -0.465
C 1.4330 0.1654 -1.5154 0.798
O 1.6265 0.2429 -2.6964 -0.495
N 2.2226 -0.4245 -0.5878 -0.470
C 3.4539 -0.9360 -1.1775 -0.460
C 2.0231 -0.7747 0.7681 0.815
O 2.9269 -1.1036 1.4621 -0.532
H 0.7971 -0.8714 3.5952 0.236
H -0.2129 -2.1313 2.6488 0.226
H 1.4746 -2.1297 2.7053 0.246
H -3.1186 -0.9137 -1.3498 0.273
H -4.1321 0.5316 -0.6928 0.243
H -3.1323 0.7965 -2.0235 0.220
H -2.6940 1.6873 1.5613 0.266
H -1.5823 2.6198 0.6526 0.233
H -3.2267 2.5374 0.0361 0.232
H -1.1153 1.9753 -1.9269 0.241
H 4.1765 -0.2419 -1.7576 0.248
H 4.1744 -1.0678 -0.3190 0.261
H 3.4553 -1.8168 -1.7465 0.230